[1]
The following is a quantum chemistry calculation of C17H42BeGaLiN2O13PS2 as an isolated structure at a distorted geometry, from OMol25.

Output
**HOMO**: -4.583 eV
**Orbital gap**: 2.633 eV
**Charge**: -1

Structure (XYZ):
```
80
C17H42BeGaLiN2O13PS2 (ωB97M-V/def2-TZVPD)
C 3.09 1.50 -1.43
C 2.14 0.81 -2.58
O 0.70 0.88 -2.31
C 0.29 0.02 -1.19
Ga 0.03 -1.98 -1.67
N -0.03 -2.20 -3.60
C -1.78 -2.58 -0.79
C -2.82 -3.24 -1.88
C 1.52 -3.05 -0.71
C 2.18 -4.27 -1.58
C 3.76 -4.40 -1.05
S 4.89 -3.31 -2.07
O 4.15 -2.24 -2.92
O 5.92 -2.58 -1.12
O 5.88 -4.19 -3.19
H 2.92 1.10 -0.34
H 2.91 2.67 -1.42
H 4.23 1.34 -1.72
H 2.33 1.43 -3.58
H 2.40 -0.30 -2.83
H 1.01 0.05 -0.25
H -0.76 0.44 -0.82
H -0.38 -1.29 -3.98
H -0.73 -2.94 -3.88
H -2.33 -1.65 -0.29
H -1.62 -3.38 0.06
H -3.92 -3.00 -1.49
H -2.75 -2.80 -2.96
H -2.75 -4.43 -1.91
H 1.14 -3.48 0.32
H 2.39 -2.28 -0.45
H 2.13 -4.08 -2.76
H 1.64 -5.31 -1.34
H 4.10 -5.51 -0.93
H 3.74 -3.93 0.05
H 6.29 -3.45 -3.76
Be -0.82 -4.85 -0.09
C -0.51 5.29 -0.27
S 1.02 5.53 -1.20
O 1.90 4.35 -0.92
C 1.63 6.91 -0.20
H -1.05 4.45 -0.70
H -0.29 5.08 0.78
H -1.13 6.19 -0.34
H 1.72 6.60 0.85
H 0.94 7.75 -0.28
H 2.61 7.20 -0.58
C -4.81 2.10 3.92
C -4.62 1.33 2.62
O -3.24 1.36 2.22
C -2.43 0.48 2.84
O -2.76 -0.33 3.69
O -1.17 0.66 2.37
C -0.19 -0.17 3.00
H -4.41 3.11 3.84
H -5.87 2.16 4.18
H -4.28 1.61 4.75
H -5.19 1.82 1.83
H -4.98 0.30 2.70
H -0.49 -1.22 2.97
H -0.04 0.16 4.03
H 0.75 -0.06 2.46
C 7.61 -0.73 -4.21
O 6.94 0.06 -3.24
H 7.91 -0.09 -5.04
H 8.49 -1.19 -3.76
H 6.93 -1.50 -4.58
H 6.68 -0.53 -2.52
O -6.68 4.93 7.82
P -5.47 4.05 7.46
O -4.47 4.86 6.63
O -5.96 2.84 6.64
O -4.79 3.55 8.74
C -6.61 -2.26 0.82
C -6.52 -0.76 0.59
N -6.44 0.49 0.40
H -6.91 -2.46 1.85
H -7.34 -2.70 0.14
H -5.63 -2.72 0.65
Li 8.06 -2.01 -0.53
```

Want to see where the charge sits? The Löwdin charges in e are:
1. C -0.104
2. C -0.253
3. O -0.294
4. C -0.249
5. Ga 0.302
6. N -0.122
7. C -0.366
8. C -0.240
9. C -0.321
10. C -0.292
11. C -0.230
12. S 0.836
13. O -0.332
14. O -0.523
15. O -0.241
16. H 0.066
17. H 0.047
18. H 0.065
19. H 0.131
20. H 0.096
21. H 0.052
22. H 0.087
23. H -0.012
24. H -0.029
25. H 0.073
26. H -0.127
27. H 0.053
28. H 0.058
29. H 0.038
30. H 0.006
31. H 0.061
32. H 0.115
33. H 0.068
34. H 0.119
35. H 0.131
36. H 0.084
37. Be 0.354
38. C -0.258
39. S 0.826
40. O -0.567
41. C -0.280
42. H 0.057
43. H 0.063
44. H 0.052
45. H 0.057
46. H 0.049
47. H 0.044
48. C -0.073
49. C -0.251
50. O 0.021
51. C -0.551
52. O 0.102
53. O -0.019
54. C -0.058
55. H 0.085
56. H 0.073
57. H 0.076
58. H 0.084
59. H 0.098
60. H 0.093
61. H 0.097
62. H 0.082
63. C -0.153
64. O -0.118
65. H 0.092
66. H 0.067
67. H 0.068
68. H 0.035
69. O -0.164
70. P -0.094
71. O -0.271
72. O -0.260
73. O -0.164
74. C -0.073
75. C -0.182
76. N 0.112
77. H 0.077
78. H 0.072
79. H 0.066
80. Li 0.884



[2]
The following is a quantum chemistry calculation of a 3-piece molecular cluster, C17H42BrF3N3O6PSi overall at a distorted geometry, from OMol25.

Output
**HOMO**: -8.572 eV
**Orbital gap**: 9.164 eV
**Structure (SMILES)**: CCN[Si@H](C[C@@H](O)C(F)(F)F)P(O)Br.COCCNCCOC.COCCNCCOC
**Charge**: 0

Structure (XYZ):
```
74
C17H42BrF3N3O6PSi (ωB97M-V/def2-TZVPD)
C 8.31 -3.61 2.81
C 8.28 -3.49 1.30
N 7.30 -2.52 0.78
Si 5.73 -2.40 1.52
C 4.53 -3.76 1.01
C 3.16 -3.60 1.68
O 2.20 -3.27 0.71
C 2.70 -4.87 2.43
F 1.75 -5.56 1.75
F 3.71 -5.72 2.69
F 2.16 -4.51 3.63
P 5.02 -0.36 0.84
O 5.99 0.58 1.80
Br 3.02 -0.10 1.81
H 7.53 -4.24 3.21
H 8.29 -2.64 3.27
H 9.25 -4.08 3.08
H 9.26 -3.16 0.99
H 8.15 -4.48 0.86
H 7.20 -2.67 -0.21
H 5.79 -2.39 3.00
H 5.02 -4.69 1.26
H 4.42 -3.77 -0.06
H 3.21 -2.83 2.43
H 1.86 -2.39 0.90
H 5.68 0.53 2.71
C -5.00 1.65 2.47
O -4.16 1.92 1.36
C -3.71 3.27 1.27
C -2.23 3.38 1.55
N -1.93 3.12 2.95
C -0.51 2.96 3.24
C 0.25 1.83 2.56
O -0.11 0.53 2.98
C -1.24 -0.02 2.33
H -5.41 0.65 2.33
H -4.45 1.67 3.42
H -5.82 2.36 2.52
H -4.30 3.92 1.92
H -3.89 3.59 0.24
H -1.90 4.39 1.30
H -1.73 2.68 0.87
H -2.41 2.28 3.24
H -0.42 2.82 4.32
H -0.01 3.91 3.00
H 1.30 1.94 2.84
H 0.21 1.90 1.47
H -1.33 0.31 1.30
H -2.17 0.21 2.87
H -1.13 -1.11 2.34
C -3.73 2.71 -6.67
O -4.76 2.18 -5.87
C -4.90 0.77 -5.95
C -4.48 0.10 -4.66
N -3.05 0.19 -4.45
C -2.59 -0.22 -3.12
C -3.09 0.55 -1.90
O -2.60 1.88 -1.80
C -3.31 2.84 -2.56
H -3.84 3.80 -6.67
H -2.73 2.46 -6.29
H -3.81 2.36 -7.71
H -4.34 0.37 -6.79
H -5.96 0.56 -6.11
H -4.77 -0.96 -4.70
H -5.06 0.56 -3.84
H -2.75 1.15 -4.61
H -1.50 -0.16 -3.12
H -2.84 -1.27 -2.99
H -2.71 0.04 -1.02
H -4.18 0.54 -1.82
H -4.37 2.60 -2.64
H -2.87 2.96 -3.56
H -3.21 3.80 -2.05
```

Want to see where the charge sits? The Löwdin charges in e are:
1. C -0.133
2. C -0.334
3. N -0.164
4. Si 0.407
5. C -0.220
6. C -0.381
7. O -0.016
8. C -0.528
9. F 0.139
10. F 0.122
11. F 0.115
12. P 0.395
13. O -0.459
14. Br 0.389
15. H 0.061
16. H 0.068
17. H 0.073
18. H 0.100
19. H 0.104
20. H 0.071
21. H 0.010
22. H 0.074
23. H 0.088
24. H 0.078
25. H 0.036
26. H 0.015
27. C -0.114
28. O -0.197
29. C -0.209
30. C -0.211
31. N -0.049
32. C -0.197
33. C -0.275
34. O -0.214
35. C -0.092
36. H 0.088
37. H 0.079
38. H 0.087
39. H 0.123
40. H 0.105
41. H 0.127
42. H 0.100
43. H 0.069
44. H 0.120
45. H 0.119
46. H 0.070
47. H 0.111
48. H 0.082
49. H 0.075
50. H 0.088
51. C -0.116
52. O -0.194
53. C -0.218
54. C -0.218
55. N -0.050
56. C -0.197
57. C -0.225
58. O -0.190
59. C -0.098
60. H 0.088
61. H 0.078
62. H 0.087
63. H 0.121
64. H 0.121
65. H 0.124
66. H 0.106
67. H 0.068
68. H 0.120
69. H 0.118
70. H 0.114
71. H 0.114
72. H 0.093
73. H 0.075
74. H 0.081



[3]
The following is a quantum chemistry calculation of a 4-piece molecular cluster, C17H42N2O11P overall at a distorted geometry, from OMol25.

Output
**Energy above the lowest of the compared OMol25 structures with the same formula, charge and spin**: 4.109 eV
**HOMO**: -4.828 eV
**Orbital gap**: 7.068 eV
**Charge**: -1

Structure (XYZ):
```
73
C17H42N2O11P (ωB97M-V/def2-TZVPD)
C 6.49 -3.06 -2.42
C 4.84 -3.06 -2.15
N 4.20 -2.83 -3.50
C 2.70 -3.19 -3.47
C 2.00 -2.10 -4.53
O 3.04 -1.11 -4.95
O 2.99 -0.05 -4.18
N 2.11 -3.12 -2.08
P 0.35 -3.43 -2.06
O -0.38 -2.06 -1.61
C 2.65 -4.75 -4.08
O 2.81 -4.98 -5.40
O 2.46 -5.94 -3.20
H 6.94 -2.04 -1.99
H 7.01 -4.01 -1.96
H 6.70 -3.05 -3.59
H 4.54 -4.05 -1.61
H 4.62 -2.11 -1.49
H 4.65 -3.42 -4.25
H 1.67 -2.64 -5.53
H 1.14 -1.48 -4.04
H 3.97 0.15 -3.98
H 2.24 -2.15 -1.71
H -0.20 -3.89 -3.31
H 0.02 -4.40 -1.03
C -0.09 1.73 2.48
O -0.03 1.44 1.09
C -0.53 0.14 0.79
C -1.96 0.20 0.23
O -2.88 0.65 1.23
C -3.22 2.03 1.06
H 0.06 2.81 2.62
H -1.06 1.47 2.92
H 0.71 1.20 3.00
H -0.48 -0.51 1.67
H 0.13 -0.28 0.02
H -2.27 -0.80 -0.06
H -2.00 0.84 -0.66
H -3.92 2.13 0.22
H -2.34 2.65 0.90
H -3.73 2.36 1.97
C -3.38 -1.87 3.62
O -2.75 -1.40 4.81
C -3.35 -0.20 5.30
C -4.30 -0.50 6.48
O -5.43 -1.25 6.05
C -5.31 -2.63 6.37
H -3.04 -2.89 3.44
H -4.47 -1.87 3.70
H -3.07 -1.25 2.77
H -3.88 0.33 4.50
H -2.54 0.44 5.66
H -4.67 0.45 6.87
H -3.76 -1.01 7.29
H -5.49 -2.78 7.44
H -4.34 -3.04 6.10
H -6.08 -3.18 5.82
C 0.45 5.28 -3.64
O -0.35 4.46 -2.78
C 0.43 3.47 -2.11
C 0.72 3.87 -0.66
O 1.58 5.02 -0.61
C 0.86 6.22 -0.34
H -0.15 6.15 -3.92
H 1.36 5.63 -3.14
H 0.70 4.72 -4.54
H 1.36 3.26 -2.66
H -0.17 2.55 -2.10
H 1.25 3.06 -0.16
H -0.21 4.06 -0.11
H 0.58 6.25 0.72
H -0.03 6.31 -0.97
H 1.52 7.06 -0.55
```

Want to see where the charge sits? The Löwdin charges in e are:
1. C -0.124
2. C -0.262
3. N -0.039
4. C -0.392
5. C -0.067
6. O -0.261
7. O -0.102
8. N -0.140
9. P 0.771
10. O -0.552
11. C -0.405
12. O -0.153
13. O -0.292
14. H 0.069
15. H 0.070
16. H 0.076
17. H 0.118
18. H 0.106
19. H 0.120
20. H 0.142
21. H 0.120
22. H 0.140
23. H 0.089
24. H 0.034
25. H 0.015
26. C -0.104
27. O -0.224
28. C -0.179
29. C -0.184
30. O -0.221
31. C -0.107
32. H 0.085
33. H 0.077
34. H 0.088
35. H 0.126
36. H 0.101
37. H 0.114
38. H 0.124
39. H 0.087
40. H 0.075
41. H 0.084
42. C -0.097
43. O -0.196
44. C -0.195
45. C -0.196
46. O -0.197
47. C -0.114
48. H 0.092
49. H 0.085
50. H 0.071
51. H 0.124
52. H 0.120
53. H 0.119
54. H 0.123
55. H 0.084
56. H 0.084
57. H 0.088
58. C -0.117
59. O -0.197
60. C -0.176
61. C -0.193
62. O -0.195
63. C -0.118
64. H 0.085
65. H 0.081
66. H 0.087
67. H 0.128
68. H 0.122
69. H 0.115
70. H 0.117
71. H 0.083
72. H 0.082
73. H 0.085